No. 1
This record from the OMol25 dataset describes a cluster of 13 separate species, C35H92N2O19 in total. The level of theory is wB97M-V/def2-TZVPD.

ΔE to the lowest compared entry with this formula, charge and spin: 0.0 kJ/mol
E_HOMO: 0.200 eV
M: 845.1 g/mol
Net charge: -2

XYZ file:
```
148
Properties=species:S:1:pos:R:3:lowdin_charge:R:1
C -1.678 -1.845 0.077 -0.01
C -0.483 -0.788 0.023 -0.45
C 0.894 -1.473 0.117 -0.15
C 1.432 -1.874 -1.280 -0.19
C 1.676 -0.674 -2.126 -0.15
C 0.646 0.534 -2.033 -0.43
N -0.554 0.037 -1.241 -0.17
O -1.772 0.864 -1.348 -0.28
C 0.355 0.861 -3.510 -0.04
C 1.328 1.706 -1.282 -0.03
C -0.466 0.057 1.307 -0.05
H -1.727 -2.340 1.047 0.06
H -1.254 -2.677 -0.486 0.07
H -2.687 -1.496 -0.145 0.08
H 0.796 -2.398 0.686 0.10
H 1.706 -0.891 0.553 0.11
H 0.788 -2.551 -1.842 0.10
H 2.354 -2.352 -0.948 0.09
H 1.810 -0.905 -3.182 0.07
H 2.640 -0.289 -1.793 0.09
H -0.139 0.002 -3.964 0.06
H 1.268 0.949 -4.100 0.06
H -0.420 1.580 -3.776 0.08
H 2.116 2.061 -1.944 0.06
H 1.845 1.331 -0.399 0.07
H 0.803 2.654 -1.164 0.07
H 0.296 0.835 1.271 0.06
H -0.149 -0.454 2.216 0.07
H -1.431 0.463 1.612 0.07
C 3.585 2.337 4.584 -0.07
C 2.283 2.686 5.290 -0.48
C 1.264 3.185 4.170 -0.16
C -0.083 3.414 4.732 -0.20
C -0.724 2.026 5.210 -0.11
C 0.240 1.426 6.317 -0.44
N 1.702 1.473 5.941 -0.23
O 2.563 0.628 6.690 -0.34
C -0.251 -0.078 6.323 -0.07
C -0.055 2.117 7.724 -0.05
C 2.545 3.840 6.326 -0.06
H 4.466 2.304 5.225 0.07
H 3.855 3.170 3.935 0.06
H 3.391 1.482 3.936 0.08
H 1.195 2.410 3.406 0.11
H 1.557 4.140 3.735 0.10
H -0.770 3.916 4.051 0.08
H -0.024 4.249 5.429 0.09
H -0.831 1.420 4.310 0.09
H -1.718 1.991 5.655 0.09
H 0.327 -0.687 7.017 0.06
H -0.258 -0.485 5.312 0.05
H -1.242 -0.172 6.766 0.06
H -1.058 1.965 8.124 0.05
H -0.004 3.192 7.552 0.04
H 0.804 1.932 8.370 0.06
H 3.131 3.524 7.190 0.07
H 1.658 4.310 6.750 0.04
H 3.104 4.674 5.903 0.06
C 2.031 -1.912 4.390 -0.15
O 1.986 -2.555 3.132 -0.15
H 1.735 -0.865 4.328 0.06
H 1.400 -2.420 5.119 0.08
H 3.058 -1.938 4.752 0.07
H 2.191 -1.939 2.425 0.04
C 5.253 -3.928 -1.161 -0.17
O 6.228 -4.785 -1.744 -0.13
H 5.009 -3.268 -1.994 0.08
H 4.338 -4.438 -0.861 0.08
H 5.738 -3.419 -0.328 0.07
H 6.415 -5.474 -1.102 0.07
C 0.290 -5.277 2.483 -0.18
O -0.922 -5.336 3.184 -0.12
H 0.442 -6.328 2.238 0.07
H 0.318 -4.733 1.539 0.07
H 1.139 -4.783 2.957 0.06
H -1.654 -4.957 2.691 0.02
C 2.249 -3.085 -5.197 -0.10
O 2.247 -2.533 -6.576 -0.14
H 1.223 -3.298 -4.896 0.06
H 2.752 -4.049 -5.135 0.07
H 2.778 -2.386 -4.549 0.07
H 2.457 -1.603 -6.463 0.00
C 5.798 -0.462 -0.873 -0.19
O 6.316 0.084 0.300 -0.11
H 6.557 -1.147 -1.251 0.07
H 4.859 -0.985 -0.689 0.06
H 5.671 0.299 -1.642 0.08
H 6.485 -0.606 0.946 0.08
C -2.040 -2.047 -5.422 -0.26
C -1.824 -2.453 -3.926 -0.19
O -2.268 -1.317 -3.113 -0.10
O -3.269 -1.396 -5.604 -0.06
H -2.052 -2.998 -5.954 0.10
H -1.253 -1.426 -5.850 0.11
H -0.747 -2.545 -3.787 0.09
H -2.516 -3.271 -3.721 0.10
H -1.604 -1.194 -2.431 0.01
H -3.890 -2.074 -5.880 0.08
C -5.693 -4.181 1.993 -0.18
C -4.333 -4.197 2.827 -0.20
O -3.232 -4.237 1.965 -0.09
O -5.718 -3.138 0.977 -0.09
H -6.674 -4.173 2.469 0.11
H -5.749 -5.089 1.394 0.10
H -4.211 -5.098 3.427 0.12
H -4.191 -3.353 3.501 0.12
H -3.469 -3.745 1.175 0.07
H -6.624 -2.967 0.708 0.08
C 2.022 0.725 -7.150 -0.24
C 3.266 1.581 -6.973 -0.22
O 4.409 0.757 -7.250 -0.08
O 1.949 -0.124 -8.280 -0.05
H 1.195 1.405 -6.951 0.12
H 2.052 -0.100 -6.437 0.09
H 3.397 2.173 -6.067 0.12
H 3.323 2.342 -7.751 0.11
H 5.193 1.250 -7.500 0.08
H 2.793 -0.073 -8.734 0.08
C -0.870 3.556 0.870 -0.27
C -0.390 5.060 0.958 -0.23
O -1.398 6.061 1.037 -0.08
O -1.684 3.412 -0.242 -0.07
H -1.404 3.208 1.754 0.10
H 0.098 3.057 0.826 0.08
H 0.166 5.362 0.071 0.10
H 0.315 5.183 1.780 0.09
H -1.089 6.773 1.600 0.06
H -1.693 2.499 -0.541 0.01
C -3.043 1.862 -7.344 -0.22
C -4.498 2.422 -7.171 -0.26
O -5.156 1.430 -6.401 -0.03
O -2.286 1.939 -6.120 -0.06
H -2.406 2.295 -8.115 0.10
H -3.239 0.873 -7.757 0.11
H -4.903 2.582 -8.170 0.09
H -4.501 3.497 -6.989 0.11
H -6.067 1.731 -6.361 0.08
H -1.544 2.546 -6.084 0.07
C -4.692 1.692 3.487 -0.25
C -4.860 0.945 2.101 -0.18
O -5.765 1.688 1.252 -0.09
O -3.893 2.807 3.327 -0.07
H -4.165 1.124 4.253 0.10
H -5.641 2.029 3.904 0.11
H -5.163 -0.099 2.169 0.10
H -3.940 0.929 1.518 0.11
H -5.403 1.883 0.385 0.08
H -4.155 3.427 4.011 0.09
```


No. 2
This record from the OMol25 dataset describes a structure of composition C35H95AgN8O9. The level of theory is wB97M-V/def2-TZVPD.

ΔE to the lowest compared entry with this formula, charge and spin: 440.2 kJ/mol
E_HOMO: -7.772 eV
M: 880.1 g/mol

XYZ file:
```
148
Properties=species:S:1:pos:R:3:lowdin_charge:R:1
Ag -0.485 -3.805 0.795 0.77
C -0.012 -0.262 2.194 -0.06
C -0.879 -0.405 0.933 -0.62
C 0.021 0.010 -0.232 -0.08
O -1.524 -1.608 0.725 -0.34
H 0.361 0.744 2.385 0.05
H 0.784 -1.006 2.170 0.05
H -0.574 -0.437 3.112 0.05
H -1.634 0.378 1.006 0.11
H 0.429 1.011 -0.088 0.05
H -0.537 0.091 -1.165 0.05
H 0.849 -0.658 -0.470 0.06
C -4.666 -0.226 4.615 -0.06
C -4.520 -0.836 3.226 -0.43
C -4.596 0.248 2.105 -0.21
O -5.833 0.918 2.140 -0.18
C -6.011 1.933 1.119 -0.08
N -3.277 -1.496 3.143 0.06
H -3.840 0.444 4.854 0.05
H -4.671 -0.951 5.430 0.07
H -5.556 0.384 4.765 0.08
H -5.409 -1.443 3.051 0.14
H -4.442 -0.270 1.158 0.10
H -3.772 0.961 2.127 0.10
H -6.135 1.548 0.107 0.08
H -5.202 2.662 1.156 0.06
H -6.963 2.396 1.381 0.09
H -2.548 -0.870 3.453 0.04
H -2.997 -1.677 2.189 0.03
C 3.013 -6.509 -0.575 -0.06
C 1.862 -5.739 0.142 -0.42
C 2.514 -4.848 1.242 -0.16
O 1.473 -4.174 1.976 -0.28
C 1.885 -3.588 3.200 -0.10
N 1.191 -4.926 -0.833 0.03
H 3.479 -7.137 0.184 0.07
H 3.765 -5.903 -1.080 0.07
H 2.543 -7.171 -1.302 0.08
H 1.215 -6.501 0.577 0.14
H 3.196 -4.110 0.820 0.12
H 3.099 -5.488 1.902 0.13
H 2.600 -2.766 3.169 0.07
H 2.325 -4.260 3.937 0.09
H 0.983 -3.155 3.632 0.09
H 1.988 -4.688 -1.405 0.03
H 0.558 -5.458 -1.413 0.09
C -5.916 -1.895 -1.189 -0.07
C -4.705 -2.612 -1.680 -0.49
C -3.713 -1.673 -2.330 -0.19
O -2.762 -2.509 -2.983 -0.18
C -1.655 -1.809 -3.608 -0.08
N -4.142 -3.233 -0.531 0.05
H -5.732 -1.011 -0.578 0.07
H -6.578 -2.646 -0.759 0.09
H -6.416 -1.559 -2.098 0.07
H -5.008 -3.446 -2.312 0.15
H -3.182 -1.073 -1.591 0.13
H -4.337 -1.197 -3.087 0.13
H -0.848 -2.498 -3.857 0.06
H -1.057 -1.220 -2.913 0.06
H -1.880 -1.240 -4.510 0.09
H -3.300 -2.683 -0.434 0.02
H -3.690 -4.100 -0.786 0.06
C 1.337 2.965 -2.889 -0.06
C 2.272 1.748 -3.029 -0.44
C 2.543 1.460 -4.553 -0.18
O 3.315 0.324 -4.969 -0.23
C 3.641 0.426 -6.342 -0.10
N 3.474 2.077 -2.361 0.06
H 0.402 2.852 -3.437 0.08
H 1.688 3.898 -3.330 0.09
H 1.075 3.075 -1.836 0.05
H 1.787 0.840 -2.670 0.11
H 2.961 2.393 -4.931 0.12
H 1.587 1.269 -5.041 0.12
H 4.263 -0.469 -6.377 0.09
H 4.175 1.353 -6.550 0.09
H 2.722 0.396 -6.928 0.09
H 4.066 1.352 -2.742 0.08
H 3.784 2.860 -2.919 0.09
C 2.427 2.848 1.470 -0.05
C 3.750 2.052 1.694 -0.39
C 3.504 0.508 1.631 -0.18
O 4.796 -0.096 1.560 -0.20
C 4.735 -1.504 1.327 -0.09
N 4.651 2.454 0.624 0.04
H 1.652 2.632 2.204 0.06
H 2.029 2.480 0.524 0.05
H 2.562 3.924 1.363 0.06
H 4.252 2.380 2.605 0.13
H 2.862 0.222 0.797 0.11
H 3.043 0.152 2.552 0.11
H 4.386 -2.024 2.219 0.07
H 5.755 -1.804 1.085 0.09
H 4.090 -1.794 0.497 0.07
H 5.348 1.723 0.598 0.06
H 4.115 2.342 -0.224 0.02
C -1.107 6.529 1.342 -0.06
C -0.355 5.581 0.439 -0.45
C -1.144 5.270 -0.834 -0.16
O -2.460 4.674 -0.638 -0.18
C -2.554 3.355 -0.171 -0.09
N 0.979 6.157 0.308 0.04
H -0.473 6.548 2.228 0.07
H -2.127 6.198 1.539 0.07
H -1.115 7.535 0.921 0.09
H -0.142 4.611 0.889 0.11
H -0.486 4.661 -1.455 0.09
H -1.206 6.098 -1.540 0.13
H -2.184 3.371 0.854 0.05
H -1.808 2.762 -0.702 0.08
H -3.595 3.032 -0.184 0.08
H 1.671 5.490 -0.003 0.05
H 1.421 6.413 1.179 0.07
C 3.009 -2.215 -2.596 -0.04
C 2.458 -3.193 -3.659 -0.41
C 2.670 -2.781 -5.104 -0.20
O 2.274 -3.845 -5.977 -0.20
C 2.313 -3.672 -7.368 -0.10
N 3.224 -4.430 -3.479 0.04
H 2.912 -2.709 -1.629 0.05
H 2.478 -1.263 -2.593 0.06
H 4.068 -2.000 -2.737 0.09
H 1.388 -3.346 -3.524 0.13
H 3.708 -2.508 -5.293 0.12
H 2.068 -1.892 -5.292 0.12
H 1.620 -2.887 -7.670 0.08
H 2.117 -4.569 -7.956 0.09
H 3.289 -3.264 -7.631 0.08
H 2.736 -5.039 -4.119 0.07
H 4.133 -4.356 -3.914 0.08
C -1.735 4.039 3.432 -0.10
C -2.239 3.045 4.409 -0.46
C -1.149 2.585 5.447 -0.16
O -1.720 1.733 6.451 -0.19
C -0.824 0.808 6.941 -0.14
N -3.359 3.686 5.004 0.05
H -2.525 4.355 2.752 0.07
H -0.892 3.695 2.832 0.07
H -1.358 4.929 3.938 0.09
H -2.533 2.149 3.862 0.12
H -0.615 3.388 5.956 0.13
H -0.457 1.998 4.844 0.10
H -0.275 0.252 6.181 0.08
H -1.366 0.074 7.538 0.09
H -0.130 1.290 7.629 0.09
H -3.013 4.412 5.616 0.08
H -3.763 2.980 5.602 0.07
```


No. 3
This record from the OMol25 dataset describes a structure of composition C35H96O17. The level of theory is wB97M-V/def2-TZVPD.

ΔE to the lowest compared entry with this formula, charge and spin: 1852.3 kJ/mol
E_HOMO: -7.577 eV
M: 789.1 g/mol

XYZ file:
```
148
Properties=species:S:1:pos:R:3:lowdin_charge:R:1
C -0.019 1.848 -4.307 -0.05
C -0.629 1.075 -5.517 -0.41
C -0.949 -0.396 -5.213 -0.05
O -1.881 1.725 -5.806 -0.08
H -0.109 2.913 -4.517 0.09
H 0.961 1.438 -4.065 0.06
H -0.593 1.646 -3.399 0.05
H 0.014 1.104 -6.398 0.13
H -0.178 -0.926 -4.653 0.08
H -1.060 -0.955 -6.144 0.09
H -1.881 -0.513 -4.660 0.02
H -1.695 2.636 -6.049 0.09
C 3.249 3.849 -0.091 -0.13
C 2.056 4.378 -0.884 -0.36
C 1.139 3.259 -1.437 -0.14
O 1.320 5.148 0.074 -0.04
H 3.915 3.226 -0.695 -0.11
H 2.930 3.373 0.836 0.10
H 3.964 4.610 0.231 0.14
H 2.292 4.990 -1.757 0.16
H 0.107 3.554 -1.605 0.09
H 1.205 2.379 -0.795 -0.16
H 1.597 2.835 -2.336 0.06
H 0.988 5.939 -0.360 0.10
C 0.610 2.330 2.758 -0.06
C -0.845 2.694 2.336 -0.40
C -1.479 3.717 3.287 -0.03
O -0.648 3.393 1.096 -0.12
H 1.141 1.808 1.963 0.01
H 0.741 1.749 3.671 0.07
H 1.114 3.286 2.924 0.12
H -1.464 1.805 2.218 0.10
H -0.944 4.665 3.181 0.08
H -1.325 3.411 4.326 0.08
H -2.519 4.020 3.170 0.08
H 0.035 4.049 1.289 0.07
C -2.953 0.810 -3.357 -0.08
C -3.880 -0.174 -2.698 -0.44
C -3.730 -1.622 -3.239 -0.03
O -3.762 -0.148 -1.287 -0.07
H -1.906 0.493 -3.314 0.02
H -2.986 1.818 -2.944 0.09
H -3.139 0.845 -4.433 0.08
H -4.882 0.094 -3.056 0.13
H -2.730 -2.028 -3.067 0.07
H -3.750 -1.582 -4.330 0.08
H -4.472 -2.314 -2.847 0.08
H -3.464 0.726 -0.998 0.04
C 1.048 -2.617 5.203 -0.06
C -0.201 -1.748 5.296 -0.44
C -0.581 -1.259 3.898 -0.04
O -1.209 -2.668 5.768 -0.07
H 1.890 -2.136 4.696 0.05
H 0.872 -3.585 4.740 0.08
H 1.502 -2.743 6.190 0.08
H -0.279 -0.939 6.020 0.14
H -0.719 -2.149 3.279 0.09
H 0.154 -0.632 3.394 0.06
H -1.520 -0.705 3.952 0.07
H -1.217 -3.477 5.250 0.08
C -4.043 -0.084 2.453 -0.04
C -4.537 -1.494 2.110 -0.44
C -6.036 -1.661 1.852 -0.04
O -3.811 -1.932 0.951 -0.09
H -2.986 -0.162 2.702 0.04
H -4.573 0.227 3.357 0.09
H -4.209 0.647 1.663 0.08
H -4.234 -2.201 2.884 0.14
H -6.646 -0.981 2.452 0.07
H -6.425 -2.650 2.091 0.08
H -6.270 -1.412 0.816 0.08
H -4.031 -1.271 0.277 0.05
C -1.064 0.151 0.612 -0.03
C -0.385 -0.999 -0.078 -0.39
C -0.346 -0.976 -1.581 -0.01
O 0.984 -1.114 0.432 -0.08
H -2.149 0.023 0.566 0.06
H -0.852 1.139 0.197 0.08
H -0.806 0.248 1.667 0.05
H -0.827 -1.933 0.275 0.12
H -1.315 -0.807 -2.053 0.05
H -0.053 -1.995 -1.846 0.08
H 0.386 -0.268 -1.971 0.08
H 1.352 -0.240 0.232 0.05
C 2.835 -1.721 -3.178 -0.06
C 4.018 -2.321 -3.927 -0.47
C 5.131 -1.289 -4.141 -0.05
O 4.511 -3.505 -3.304 -0.05
H 2.209 -1.117 -3.841 0.06
H 3.032 -1.049 -2.335 0.07
H 2.181 -2.463 -2.716 0.08
H 3.602 -2.707 -4.858 0.14
H 5.884 -1.173 -3.365 0.08
H 4.606 -0.358 -4.363 0.07
H 5.623 -1.573 -5.074 0.08
H 4.991 -3.258 -2.507 0.08
C 2.703 0.955 2.411 -0.09
C 2.991 0.634 3.872 -0.46
C 4.401 0.948 4.290 -0.04
O 2.087 1.396 4.614 -0.08
H 2.815 2.025 2.214 0.08
H 1.685 0.620 2.220 0.05
H 3.403 0.483 1.720 0.10
H 2.756 -0.430 3.984 0.12
H 4.826 1.904 3.983 0.09
H 5.022 0.084 4.046 0.09
H 4.433 1.035 5.381 0.08
H 2.067 1.117 5.534 0.12
C 2.828 2.148 -1.462 -0.27
C 4.282 1.767 -1.014 -0.09
O 4.724 2.802 -0.156 -0.07
O 1.912 1.698 -0.470 0.04
H 2.597 1.696 -2.425 0.14
H 2.777 3.227 -1.633 0.07
H 4.824 1.719 -1.965 0.14
H 4.304 0.753 -0.613 0.13
H 5.685 2.807 -0.149 0.15
H 2.272 2.163 0.297 0.08
C -1.489 -5.603 -0.949 -0.24
C -2.451 -4.661 -0.223 -0.24
O -1.898 -4.154 0.980 -0.09
O -0.365 -4.846 -1.323 -0.07
H -1.989 -6.148 -1.749 0.12
H -1.167 -6.372 -0.236 0.12
H -3.371 -5.207 0.018 0.11
H -2.788 -3.815 -0.828 0.11
H -2.262 -3.277 1.142 0.04
H -0.107 -4.435 -0.486 0.03
C 1.530 -4.416 1.700 -0.23
C 2.411 -5.652 1.689 -0.25
O 1.975 -6.602 0.740 -0.06
O 1.656 -3.775 0.423 -0.09
H 1.818 -3.728 2.498 0.11
H 0.480 -4.707 1.804 0.11
H 2.421 -6.180 2.641 0.12
H 3.389 -5.267 1.378 0.12
H 2.078 -6.206 -0.133 0.08
H 1.374 -2.859 0.583 0.04
C -3.906 3.547 -0.447 -0.18
C -3.147 4.690 -1.079 -0.22
O -2.322 5.441 -0.157 -0.07
O -3.065 2.388 -0.254 -0.12
H -4.720 3.167 -1.062 0.13
H -4.162 3.811 0.582 0.13
H -3.944 5.331 -1.463 0.12
H -2.549 4.415 -1.949 0.12
H -1.550 4.886 0.027 0.04
H -2.266 2.641 0.218 0.04
```


no.,Kohn-Sham gap (eV),calculated total energy (eV),strongest force on any atom (eV/A)
1,2.92,-79655.0499,3.611
2,7.63,-72175.1066,2.722
3,7.53,-72637.7036,15.798